# 1
This record from OMol25 describes an isolated ion of composition C3H8N3S and charge +1. The level of theory is the ωB97M-V functional and the def2-TZVPD basis.

ΔE to the lowest compared entry with this formula, charge and spin	4.689	eV
DFT total energy	-681.1419	Eh
orbital gap	8.66	eV
total charge	+1
SMILES	C=NN(C)C([NH3+])=S

Structure (XYZ):
```
15
Properties=species:S:1:pos:R:3:mulliken_charge:R:1
C -1.086 -1.724 -1.734 -0.19
C 0.281 -0.752 1.019 0.36
C -0.537 1.548 -0.421 -0.69
N -0.751 -0.599 -1.262 -0.61
N -0.225 -0.118 -0.069 0.26
N 1.512 0.382 1.560 -0.44
S 0.044 -2.125 1.787 -0.17
H -1.378 -2.752 -1.464 0.27
H -1.389 -1.508 -2.763 0.24
H -1.095 2.169 0.290 0.32
H -1.101 1.329 -1.348 0.30
H 0.436 2.066 -0.577 0.38
H 1.314 1.141 0.923 0.22
H 2.552 0.099 1.553 0.37
H 1.422 0.845 2.505 0.38
```

=====

# 2
This record from OMol25 describes a 2-piece molecular cluster, C6H12O overall. The level of theory is the ωB97M-V functional and the def2-TZVPD basis.

ΔE to the lowest compared entry with this formula, charge and spin	1.882	eV
DFT total energy	-310.9901	Eh
orbital gap	10.47	eV
SMILES	C/C=C1\C[C@H]1C.O

Structure (XYZ):
```
19
Properties=species:S:1:pos:R:3:mulliken_charge:R:1
C 2.394 -0.197 -0.598 -1.14
C 1.083 -0.624 -0.002 -0.13
O 1.156 1.184 2.645 -0.69
C -0.058 0.021 -0.187 0.03
C -0.774 1.108 -0.868 -0.59
C -1.507 0.092 0.014 0.08
C -2.401 -0.962 -0.602 -1.37
H 2.751 -0.932 -1.329 0.35
H 3.166 -0.101 0.175 0.33
H 2.292 0.769 -1.101 0.30
H 1.082 -1.523 0.618 0.39
H 1.116 0.411 3.222 0.32
H 0.996 0.820 1.763 0.32
H -0.908 1.037 -1.946 0.22
H -0.674 2.125 -0.493 0.23
H -1.842 0.486 0.974 0.35
H -1.972 -1.325 -1.542 0.32
H -3.402 -0.569 -0.809 0.35
H -2.501 -1.822 0.068 0.32
```